[1]
# C12H20Br2CoN4

C12H20Br2CoN4 as an isolated structure (ωB97M-V/def2-TZVPD, the OMol25 dataset).

The geometry in XYZ format:
```
39
Properties=species:S:1:pos:R:3:mulliken_charge:R:1
Co 0.1784 -0.0497 -0.0397 -0.26
C -1.6868 -1.8795 -1.1337 -0.47
C -0.6459 -1.6578 -2.1963 -0.94
N -0.1277 -0.2778 -2.0144 -0.14
C -1.0406 0.7631 -2.5666 -1.13
C -1.6720 1.5018 -1.4394 0.84
C -2.6441 2.4671 -1.5905 -1.04
C -3.1058 3.1400 -0.4680 -0.44
C -2.5736 2.8400 0.7816 -1.04
C -1.6072 1.8661 0.8739 1.10
C -0.9025 1.4900 2.1360 -1.49
N -0.1925 0.1982 1.9307 -0.17
C -0.9555 -0.9762 2.4371 -0.82
C -1.8773 -1.4137 1.3355 -0.62
N -1.0008 -1.5702 0.1493 -0.19
N -1.1828 1.1976 -0.2210 0.84
H -2.0359 -2.9134 -1.1532 0.52
H -2.5603 -1.2337 -1.2257 0.36
H -1.0392 -1.8131 -3.2017 0.48
H 0.1874 -2.3534 -2.0687 0.37
H 0.7656 -0.2147 -2.4978 0.46
H -1.7918 0.3064 -3.2133 0.46
H -0.4721 1.4546 -3.1909 0.53
H -3.0250 2.6978 -2.5772 0.56
H -3.8664 3.9044 -0.5662 0.49
H -2.9013 3.3652 1.6698 0.57
H -1.5919 1.4201 2.9779 0.48
H -0.1759 2.2625 2.3981 0.44
H 0.6882 0.2447 2.4383 0.44
H -1.5033 -0.7330 3.3477 0.39
H -0.2422 -1.7630 2.6888 0.47
H -2.6609 -0.6943 1.1020 0.37
H -2.3582 -2.3606 1.5890 0.50
H -0.3698 -2.3513 0.3505 0.48
Br 1.9955 1.8160 0.4600 0.14
C 3.3767 0.5475 -0.0360 -0.51
Br 2.4773 -1.1200 -0.4798 0.09
H 4.0342 0.3763 0.8089 0.44
H 3.8933 0.9041 -0.9197 0.43
```

Properties
**E**: -7218.07430 a.u.
**Charge**: +3



[2]
# C4H12NOS

A 2-piece molecular cluster, C4H12NOS overall at a distorted geometry (ωB97M-V/def2-TZVPD, the OMol25 dataset).

The geometry in XYZ format:
```
19
Properties=species:S:1:pos:R:3:mulliken_charge:R:1
C -2.5377 -0.0841 -0.6523 -0.34
N -1.6389 -0.0195 0.4934 -0.46
C -0.2519 -0.3791 0.0670 -0.56
C 0.7280 -0.1913 1.2181 -0.70
S 2.4216 -0.6349 0.7485 -0.65
C -3.9596 0.2456 -0.2456 -1.18
H -2.2569 0.5861 -1.4774 0.28
H -2.5196 -1.0669 -1.1423 0.37
H -1.5658 0.9942 0.6298 0.27
H 0.0764 0.2151 -0.7831 0.37
H -0.2916 -1.4163 -0.2294 0.25
H 0.3394 -0.8026 2.0427 0.30
H 0.6181 0.8339 1.5988 0.22
H -4.0036 1.2453 0.2103 0.27
H -4.6606 0.3098 -1.0870 0.37
H -4.3904 -0.4469 0.4399 0.32
H 2.3341 0.5651 -1.1310 0.24
H 3.4219 1.2877 -1.8755 0.28
O 2.4672 1.2009 -1.8886 -0.65
```

Properties
**E**: -687.81667 a.u.
**Charge**: -1



These records have HOMO values of -19.96, -2.79 eV, in the order they appear.
These records have energy above the lowest of the compared OMol25 structures with the same formula, charge and spin values of 0.0, 29.9 kJ/mol, in the order they appear.
These records have Kohn-Sham gap values of 7.85, 6.29 eV, in the order they appear.